# 1
{"formula": "C3H5BrO", "method": "wB97M-V/def2-TZVPD", "de_lowest_kj_mol": 333.5, "orbital_gap_ev": [7.16, 9.00], "species": ["O", "Br", "C", "H", "H", "H", "H", "H", "C", "C"], "xyz": [[1.571649, -1.087812, -0.291494], [-3.172408, -0.107966, 0.050806], [-0.382562, 0.298404, 0.341190], [-1.296182, 0.113151, -1.643894], [-0.750855, 0.521594, 1.488573], [1.970394, -0.225552, -0.274868], [0.305344, 1.176309, 0.120000], [-0.293759, -1.903302, -0.044491], [0.408860, -0.969402, 0.262693], [-1.495904, 0.438429, -0.654190]], "forces_ev_per_angstrom": [[2.0, -0.1, -1.1], [0.1, 0.1, -0.4], [0.5, 2.7, 2.4], [-0.1, -0.1, -0.9], [0.7, -0.6, -2.9], [0.9, 0.7, -0.1], [-0.3, -0.8, 0.3], [1.7, 1.9, 1.1], [-5.5, -2.8, -0.2], [0.1, -1.0, 1.8]]}

---

# 2
{"formula": "C3H5BrS", "method": "wB97M-V/def2-TZVPD", "de_lowest_kj_mol": 321.2, "orbital_gap_ev": 8.59, "species": ["C", "H", "S", "C", "H", "H", "H", "H", "Br", "C"], "xyz": [[-0.747552, -1.548925, 0.321004], [1.218098, 1.322769, 0.678885], [0.127015, -1.246687, 1.882837], [-0.892643, -0.204366, 0.902300], [-0.036878, -1.521645, -0.543854], [-1.530270, -2.156114, 0.339554], [-0.120610, 2.432359, -0.184589], [0.450392, 0.929467, -1.024019], [-2.450966, 0.602137, 1.515698], [0.424675, 1.439601, -0.067667]], "forces_ev_per_angstrom": [[4.1, 3.5, -1.1], [-0.2, 0.2, -0.7], [-0.1, -0.1, 0.3], [2.6, 2.7, -1.2], [-1.0, -0.6, 0.7], [-3.1, -2.7, -0.1], [0.7, -1.5, 0.7], [0.6, 0.0, 0.1], [-0.7, 0.0, 0.2], [-2.8, -1.4, 1.0]]}

---

# 3
{"formula": "C3H5BrS", "method": "wB97M-V/def2-TZVPD", "de_lowest_kj_mol": 240.7, "orbital_gap_ev": 8.94, "species": ["C", "C", "H", "Br", "S", "H", "C", "H", "H", "H"], "xyz": [[0.349200, 1.398262, -0.965025], [0.225105, -1.141432, 0.750675], [1.197533, -1.404247, 0.141922], [-2.342311, -0.721032, -0.492536], [-0.369624, 1.543296, 0.726802], [-0.288499, -2.045246, 0.969650], [-0.601178, -0.099998, 0.141283], [-0.318319, 1.777516, -1.733385], [0.709545, -0.763654, 1.640552], [1.438547, 1.456539, -1.179938]], "forces_ev_per_angstrom": [[-1.6, -1.6, 2.1], [3.7, -0.7, -0.9], [-2.1, 0.2, 0.6], [0.8, 0.5, 0.1], [0.2, 0.1, -1.3], [-0.5, -0.7, 0.0], [0.6, 2.9, -2.0], [0.0, -0.3, 0.1], [-0.3, 0.1, 0.5], [-0.9, -0.6, 0.7]]}

---

# 4
{"formula": "C3H5BrSi", "method": "wB97M-V/def2-TZVPD", "smiles": "C#C[C@@H]([SiH3])Br", "de_lowest_kj_mol": 228.8, "orbital_gap_ev": 9.92, "species": ["Si", "Br", "H", "C", "C", "H", "H", "H", "C", "H"], "xyz": [[-0.630421, -1.481043, -0.152635], [2.484120, -0.574680, 0.113173], [-2.088993, -1.205176, -0.264095], [0.329941, 1.377045, 0.043419], [0.500021, 0.063037, 0.554365], [-0.202790, -1.383416, -1.587473], [0.499191, 0.068360, 1.608652], [-0.723329, -2.839950, 0.474363], [0.090489, 2.510158, -0.240216], [-0.258228, 3.465667, -0.549553]], "forces_ev_per_angstrom": [[0.0, 1.4, -1.1], [-1.5, 0.4, 0.4], [0.2, 0.5, 0.4], [-0.3, -0.6, 0.2], [0.7, -2.4, -1.1], [0.1, -0.6, 0.5], [0.2, 0.0, 1.2], [0.9, 0.5, 0.1], [-0.5, 0.6, -0.4], [0.2, 0.1, 0.0]]}

---

# 5
{"formula": "C3H5CaO3", "method": "wB97M-V/def2-TZVPD", "de_lowest_kj_mol": 367.4, "orbital_gap_ev": [4.24, 8.56], "s2": 0.75, "multiplicity": 2, "species": ["C", "H", "O", "H", "H", "C", "O", "C", "H", "O", "H", "Ca"], "xyz": [[-1.398263, -0.023669, 0.080227], [0.666301, -1.441157, -1.805293], [-0.885962, -1.059712, -0.509965], [0.990962, -1.722641, 1.037300], [-3.022282, 0.485217, 0.856741], [1.431480, -1.169238, 0.192099], [-2.644776, -0.284250, 0.415596], [0.510843, -0.827994, -0.912614], [2.315885, -0.049000, 1.756783], [1.831594, 0.130052, 0.947745], [2.371660, -1.544401, -0.234158], [0.469149, 1.448746, -0.143718]], "forces_ev_per_angstrom": [[-0.5, -1.0, -0.1], [0.0, 0.2, 0.4], [-0.9, 0.4, 0.4], [0.3, -0.5, -0.6], [0.1, 0.1, 0.0], [0.1, 0.3, 0.4], [-0.1, -0.3, 0.0], [0.7, -0.5, -0.1], [0.0, -0.2, 0.0], [0.2, -0.4, -0.3], [-0.3, -0.1, 0.5], [0.4, 2.1, -0.5]]}

---

# 6
{"formula": "C3H5CeO4", "method": "wB97M-V/def2-TZVPD", "total_charge": 1, "de_lowest_kj_mol": 410.6, "orbital_gap_ev": [6.10, 6.50], "s2": 2.00, "multiplicity": 3, "species": ["C", "C", "O", "O", "H", "C", "O", "H", "H", "Ce", "O", "H", "H"], "xyz": [[-1.219338, 1.650626, 1.851804], [-0.701517, 1.268330, 0.614019], [1.854818, 0.199090, -0.424214], [-0.535947, 3.645883, 1.609244], [-0.573936, 1.597602, 2.729708], [0.101660, 3.541636, 0.537967], [1.191955, 4.028434, 0.210679], [-1.323434, 0.697381, -0.080025], [0.778105, 0.138467, 0.212471], [2.202736, 2.234801, -1.616608], [-0.129967, 2.324918, -0.128553], [-2.301294, 1.609186, 1.981355], [2.160937, -0.651588, -0.747347]], "forces_ev_per_angstrom": [[0.5, 0.0, 1.0], [0.0, -1.4, -2.2], [-2.3, 0.5, 1.0], [-0.5, 0.4, -1.2], [-0.4, 1.1, -0.1], [0.9, -2.5, 3.6], [0.3, 0.9, -1.9], [-0.7, 0.8, 0.2], [1.7, 0.8, -0.9], [-1.2, 0.9, 1.4], [1.7, -0.3, -1.8], [0.2, -0.6, 0.4], [-0.2, -0.5, 0.3]]}

---

# 7
{"formula": "C3H5Cl", "method": "wB97M-V/def2-TZVPD", "smiles": "C/C=C\\Cl", "de_lowest_kj_mol": 159.8, "orbital_gap_ev": 9.92, "species": ["H", "H", "H", "C", "H", "C", "H", "Cl", "C"], "xyz": [[0.822595, 1.238391, -0.522228], [0.425040, -1.535681, -0.121523], [1.617408, -0.873715, -0.699340], [0.171283, 0.510002, 0.016343], [-1.871530, 1.582094, 0.202723], [0.970230, -0.649501, 0.047582], [1.429460, -0.621623, 1.026359], [-2.381894, -0.421214, -0.001757], [-1.182589, 0.771249, 0.051841]], "forces_ev_per_angstrom": [[-0.9, 1.0, 1.5], [-1.4, -1.5, 1.0], [2.8, 0.9, -2.3], [-2.6, 4.4, -2.9], [1.6, 1.6, -0.5], [-1.4, -2.6, 2.3], [0.6, -0.7, 0.2], [-0.9, -2.4, 0.4], [2.3, -0.8, 0.3]]}

---

# 8
{"formula": "C3H5Cl", "method": "wB97M-V/def2-TZVPD", "de_lowest_kj_mol": 184.8, "orbital_gap_ev": 10.88, "species": ["H", "H", "Cl", "H", "H", "C", "C", "H", "C"], "xyz": [[0.103794, -1.313202, 1.089812], [-1.759486, -0.264707, -0.307300], [1.519812, 1.203058, -1.217337], [0.677457, 0.335374, 1.557698], [-1.069725, 1.369326, 0.067658], [0.199832, -0.275415, 0.805114], [0.440296, -0.017559, -0.643776], [0.768380, -1.346919, -1.286599], [-0.880360, 0.310045, -0.065268]], "forces_ev_per_angstrom": [[0.0, 0.0, 0.0], [0.0, -0.1, -0.1], [0.1, 0.3, 0.0], [0.0, 0.2, -0.1], [0.0, 0.0, -0.1], [0.1, 0.1, 0.3], [1.5, -4.9, -1.5], [-1.5, 4.4, 1.6], [-0.3, 0.1, -0.1]]}

---

# 9
{"formula": "C3H5Cl2FO", "method": "wB97M-V/def2-TZVPD", "de_lowest_kj_mol": 0.0, "orbital_gap_ev": [7.48, 8.49], "s2": 2.01, "multiplicity": 3, "species": ["Cl", "Cl", "H", "C", "H", "F", "H", "O", "C", "H", "H", "C"], "xyz": [[0.159308, -1.079646, 2.134938], [-1.102181, -0.992397, -1.967892], [0.942954, 1.838025, -1.067760], [0.635171, 1.911271, -0.016128], [-0.560510, -2.651044, -0.396342], [1.297327, -0.784083, -0.101987], [-1.884030, -1.586499, 0.185120], [-0.417876, 1.104224, 0.285912], [-0.918028, -1.618141, -0.312613], [1.503254, 1.758716, 0.639331], [0.256812, 2.924184, 0.171429], [0.087798, -0.824610, 0.445991]], "forces_ev_per_angstrom": [[-0.1, -0.1, 0.4], [-0.1, 0.2, -0.2], [0.0, -0.4, 0.1], [-0.6, 2.0, 0.7], [-0.3, 0.0, -0.2], [0.9, -0.1, -0.5], [0.1, 0.0, 0.0], [-0.6, 1.4, -0.5], [0.6, -0.3, 0.5], [0.0, -0.5, -0.2], [0.6, 0.3, -0.3], [-0.5, -2.3, 0.3]]}

---

# 10
{"formula": "C3H5Cl2NO2", "method": "wB97M-V/def2-TZVPD", "smiles": "N[C@@H](C(=O)O)C(Cl)Cl", "de_lowest_kj_mol": 21.5, "orbital_gap_ev": 10.98, "species": ["C", "C", "Cl", "H", "H", "H", "O", "H", "O", "C", "Cl", "N", "H"], "xyz": [[0.132663, -0.171394, 0.362544], [-1.008896, -1.009412, -0.151817], [-0.511629, -2.711338, -0.321695], [-1.999760, -0.943491, 0.532517], [0.522462, -0.881839, 1.249608], [1.896249, -0.800346, -0.672323], [0.478918, 2.250121, 0.409240], [1.257739, 1.838399, -0.012824], [-1.169143, 1.441508, 1.598872], [-0.262724, 1.294191, 0.879053], [-1.526849, -0.441665, -1.740194], [1.290011, 0.059033, -0.628117], [0.900959, 0.076234, -1.504863]], "forces_ev_per_angstrom": [[2.8, -0.4, 1.2], [-2.7, 0.3, 1.0], [0.0, 0.0, 0.2], [2.7, -0.2, -1.4], [-0.6, 2.2, -1.6], [-0.7, 1.2, 0.4], [0.9, 1.1, -0.1], [0.0, -0.2, -0.3], [-2.4, 0.5, 1.8], [1.0, -2.9, -1.4], [-0.3, 0.3, -0.5], [0.7, -2.3, 3.4], [-1.3, 0.4, -2.8]]}